Entry 1:
{
  "formula": "C42H51BBr2Cl2CrN7O2S3",
  "method": "the ωB97M-V functional and the def2-TZVPD basis",
  "e_homo_ev": [-12.72, -12.82],
  "de_lowest_ev": 2.202,
  "orbital_gap_ev": [6.28, 5.08],
  "total_charge": 2,
  "multiplicity": 4,
  "elements": ["Cr", "C", "C", "C", "C", "N", "N", "B", "N", "N", "C", "C", "C", "C", "C", "S", "C", "C", "C", "C", "N", "N", "C", "C", "C", "C", "C", "S", "C", "C", "C", "C", "C", "S", "C", "C", "C", "C", "H", "H", "H", "H", "H", "H", "H", "H", "H", "H", "H", "H", "H", "H", "H", "H", "H", "H", "H", "H", "H", "H", "H", "H", "H", "H", "H", "H", "H", "H", "H", "H", "H", "H", "H", "H", "H", "H", "H", "Br", "C", "Br", "H", "H", "Cl", "C", "C", "C", "C", "C", "Cl", "C", "N", "C", "C", "C", "C", "C", "C", "C", "C", "O", "O", "H", "H", "H", "H", "H", "H", "H", "H", "H", "H"],
  "positions_angstrom": [[2.44, -0.39, -0.40], [-1.64, -3.01, -2.38], [-1.66, -1.52, -2.26], [-2.30, -0.73, -3.15], [-2.24, 0.69, -3.03], [-1.68, 1.24, -2.00], [-1.08, 0.45, -1.08], [-0.64, 1.26, 0.11], [-0.19, 2.69, -0.10], [-1.25, 3.53, -0.19], [-1.00, 4.80, -0.34], [0.33, 5.28, -0.45], [1.39, 4.45, -0.27], [2.80, 4.92, -0.31], [1.09, 3.07, -0.03], [2.37, 2.04, 0.47], [-2.17, 5.78, -0.36], [-2.23, 6.44, -1.75], [-1.91, 6.85, 0.71], [-3.48, 5.08, -0.05], [-0.14, 0.63, 1.38], [-1.41, 1.04, 1.48], [-2.12, 0.93, 2.56], [-1.40, 0.43, 3.70], [-0.10, 0.03, 3.63], [0.64, -0.48, 4.81], [0.58, 0.08, 2.35], [2.13, -0.51, 2.07], [-3.56, 1.34, 2.58], [-4.38, 0.24, 3.27], [-4.07, 1.53, 1.15], [-3.67, 2.65, 3.36], [-0.92, -0.88, -1.21], [0.16, -1.76, -0.23], [-2.81, 1.58, -4.11], [-2.21, 1.16, -5.46], [-2.45, 3.04, -3.85], [-4.33, 1.41, -4.14], [-2.34, -3.34, -3.13], [-0.64, -3.35, -2.65], [-1.88, -3.48, -1.42], [-2.83, -1.17, -3.98], [0.51, 6.33, -0.64], [2.84, 6.00, -0.47], [3.32, 4.69, 0.62], [3.35, 4.42, -1.11], [-1.32, 6.99, -1.98], [-2.40, 5.70, -2.53], [-3.06, 7.15, -1.77], [-1.04, 7.46, 0.49], [-2.77, 7.52, 0.76], [-1.78, 6.40, 1.69], [-3.66, 4.23, -0.70], [-3.50, 4.72, 0.98], [-4.30, 5.79, -0.18], [-1.92, 0.36, 4.64], [0.03, -0.45, 5.71], [0.98, -1.50, 4.64], [1.54, 0.12, 4.98], [-4.26, -0.72, 2.76], [-4.10, 0.11, 4.31], [-5.43, 0.51, 3.24], [-4.04, 0.59, 0.59], [-5.10, 1.87, 1.18], [-3.48, 2.27, 0.60], [-3.30, 2.55, 4.38], [-3.12, 3.45, 2.87], [-4.72, 2.95, 3.42], [-1.12, 1.24, -5.45], [-2.47, 0.13, -5.73], [-2.59, 1.81, -6.25], [-1.37, 3.19, -3.81], [-2.86, 3.66, -4.65], [-2.87, 3.38, -2.90], [-4.62, 0.38, -4.35], [-4.77, 1.70, -3.18], [-4.76, 2.04, -4.91], [1.82, 0.83, -2.38], [4.46, 0.18, -0.53], [5.41, -0.16, 1.11], [4.52, 1.24, -0.73], [4.91, -0.40, -1.33], [5.94, -7.12, 1.13], [4.97, -6.61, 2.47], [5.21, -7.15, 3.72], [4.49, -6.71, 4.82], [3.53, -5.72, 4.68], [3.29, -5.18, 3.43], [2.07, -3.98, 3.21], [4.00, -5.62, 2.31], [3.75, -5.02, 1.06], [3.45, -5.69, -0.06], [2.97, -7.03, 0.03], [2.63, -7.71, -1.11], [2.78, -7.09, -2.36], [3.28, -5.79, -2.46], [3.62, -5.07, -1.34], [4.28, -3.72, -1.47], [3.40, -2.57, -1.06], [2.91, -1.80, -1.90], [3.21, -2.32, 0.17], [5.97, -7.91, 3.82], [4.68, -7.14, 5.79], [2.96, -5.38, 5.53], [3.72, -3.99, 1.03], [2.84, -7.47, 1.00], [2.24, -8.71, -1.04], [2.52, -7.64, -3.25], [3.42, -5.36, -3.44], [4.57, -3.56, -2.51], [5.19, -3.69, -0.86]],
  "lowdin_charge": [0.06, -0.05, -0.23, 0.08, -0.20, 0.19, 0.02, -0.66, 0.06, 0.20, -0.19, 0.09, -0.22, -0.04, -0.54, 0.78, -0.54, -0.02, -0.03, -0.05, 0.07, 0.25, -0.11, 0.10, -0.19, -0.03, -0.63, 0.76, -0.53, -0.02, -0.03, -0.01, -0.59, 0.81, -0.55, -0.03, -0.06, -0.03, 0.09, 0.09, 0.08, 0.13, 0.13, 0.09, 0.08, 0.10, 0.09, 0.08, 0.10, 0.08, 0.10, 0.09, 0.07, 0.07, 0.10, 0.13, 0.10, 0.07, 0.10, 0.10, 0.08, 0.10, 0.10, 0.10, 0.05, 0.09, 0.08, 0.10, 0.10, 0.08, 0.10, 0.09, 0.10, 0.06, 0.08, 0.09, 0.10, 0.41, -0.73, 0.65, -0.03, 0.02, 0.80, -0.57, -0.07, -0.03, -0.07, -0.56, 0.77, -0.28, 0.16, -0.18, 0.01, -0.02, 0.01, 0.01, -0.10, 0.00, -0.64, -0.12, -0.20, 0.12, 0.12, 0.12, 0.13, 0.13, 0.13, 0.13, 0.13, 0.14, 0.15]
}

Entry 2:
{
  "formula": "C32H40N8",
  "method": "the ωB97M-V functional and the def2-TZVPD basis",
  "e_homo_ev": -6.26,
  "de_lowest_ev": 32.141,
  "orbital_gap_ev": 6.98,
  "elements": ["N", "C", "C", "C", "C", "H", "H", "H", "H", "H", "N", "C", "C", "C", "C", "H", "H", "H", "H", "H", "N", "C", "C", "C", "C", "H", "H", "H", "H", "H", "N", "C", "C", "C", "C", "H", "H", "H", "H", "H", "N", "C", "C", "C", "C", "H", "H", "H", "H", "H", "N", "C", "C", "C", "C", "H", "H", "H", "H", "H", "N", "C", "C", "C", "C", "H", "H", "H", "H", "H", "N", "C", "C", "C", "C", "H", "H", "H", "H", "H"],
  "positions_angstrom": [[1.68, -3.49, 0.48], [0.88, -4.32, 1.22], [-0.42, -4.11, 0.88], [-0.40, -3.22, -0.19], [0.91, -2.74, -0.31], [2.68, -3.47, 0.63], [1.38, -4.90, 1.98], [-1.29, -4.60, 1.30], [-1.20, -2.94, -0.87], [1.33, -2.00, -0.96], [0.47, 2.97, -4.82], [0.74, 3.49, -3.56], [0.47, 2.55, -2.56], [0.26, 1.33, -3.24], [0.20, 1.57, -4.61], [0.56, 3.55, -5.64], [0.99, 4.54, -3.54], [0.57, 2.62, -1.49], [0.13, 0.37, -2.77], [-0.12, 0.94, -5.43], [-0.40, -0.57, 0.83], [0.43, 0.57, 0.70], [0.42, 0.95, -0.60], [-0.37, 0.09, -1.30], [-0.88, -0.86, -0.45], [-0.56, -1.05, 1.70], [1.02, 1.01, 1.49], [1.00, 1.75, -1.04], [-0.48, 0.13, -2.37], [-1.54, -1.68, -0.67], [4.10, 0.64, -1.47], [2.76, 0.85, -1.47], [2.07, -0.37, -1.64], [3.08, -1.35, -1.68], [4.34, -0.72, -1.61], [4.73, 1.40, -1.23], [2.48, 1.88, -1.32], [0.99, -0.42, -1.66], [2.88, -2.38, -1.94], [5.38, -0.99, -1.71], [-3.85, -1.46, 1.81], [-3.35, -1.04, 0.64], [-3.30, 0.32, 0.62], [-3.94, 0.83, 1.74], [-4.22, -0.34, 2.55], [-3.95, -2.42, 2.12], [-3.00, -1.73, -0.11], [-2.94, 0.95, -0.18], [-4.18, 1.88, 1.83], [-4.69, -0.47, 3.52], [-1.48, -0.52, 2.97], [-1.25, -1.70, 2.34], [0.07, -2.02, 2.47], [0.56, -1.20, 3.49], [-0.42, -0.22, 3.72], [-2.34, -0.01, 2.90], [-1.92, -2.06, 1.57], [0.56, -2.85, 1.98], [1.60, -1.08, 3.77], [-0.34, 0.72, 4.24], [-3.35, 3.45, -0.61], [-3.36, 2.83, -1.88], [-2.38, 2.02, -1.96], [-1.77, 2.07, -0.76], [-2.31, 3.09, 0.07], [-4.14, 3.93, -0.20], [-4.20, 3.10, -2.50], [-2.07, 1.32, -2.73], [-0.85, 1.53, -0.57], [-2.08, 3.40, 1.07], [2.61, -0.23, 0.60], [3.32, 0.88, 1.06], [3.26, 0.84, 2.44], [2.48, -0.25, 2.80], [1.92, -0.73, 1.67], [2.67, -0.53, -0.36], [3.73, 1.60, 0.37], [3.79, 1.43, 3.16], [2.43, -0.68, 3.79], [1.43, -1.67, 1.50]],
  "lowdin_charge": [0.04, -0.16, -0.11, -0.09, -0.12, 0.17, 0.13, 0.12, 0.10, 0.08, 0.02, -0.09, -0.11, -0.14, -0.05, 0.13, 0.10, 0.08, 0.01, 0.10, 0.09, -0.02, -0.27, -0.24, -0.09, -0.13, 0.13, 0.04, 0.06, 0.06, 0.04, -0.13, -0.15, -0.10, -0.05, 0.16, 0.13, 0.05, 0.12, 0.11, 0.00, -0.16, -0.10, -0.06, -0.12, 0.16, 0.11, 0.06, 0.09, 0.11, 0.08, -0.20, -0.13, -0.06, -0.05, 0.10, 0.10, 0.06, 0.01, 0.13, 0.02, -0.11, -0.13, -0.19, -0.11, 0.15, 0.11, 0.13, 0.00, 0.12, 0.01, -0.09, -0.05, -0.15, -0.20, -0.02, 0.09, 0.10, 0.10, 0.09]
}

Entry 3:
{
  "formula": "C21H34BINO6S",
  "method": "the ωB97M-V functional and the def2-TZVPD basis",
  "e_homo_ev": -11.44,
  "orbital_gap_ev": 7.52,
  "total_charge": 1,
  "elements": ["C", "C", "O", "C", "C", "O", "C", "C", "O", "C", "C", "B", "O", "O", "C", "S", "C", "N", "C", "C", "C", "O", "C", "C", "C", "C", "C", "C", "C", "C", "I", "H", "H", "H", "H", "H", "H", "H", "H", "H", "H", "H", "H", "H", "H", "H", "H", "H", "H", "H", "H", "H", "H", "H", "H", "H", "H", "H", "H", "H", "H", "H", "H", "H", "H"],
  "positions_angstrom": [[8.99, -2.42, 0.39], [8.50, -0.98, 0.49], [7.11, -1.01, 0.78], [6.52, 0.27, 0.72], [5.06, 0.13, 1.13], [4.28, 1.00, 0.31], [2.89, 0.93, 0.56], [2.47, 2.24, 1.21], [1.06, 2.42, 1.33], [0.42, 2.71, 0.12], [-1.10, 2.63, 0.31], [-1.64, 2.98, 1.80], [-2.48, 4.06, 1.99], [-1.25, 2.19, 2.82], [-2.24, 1.83, 3.80], [-1.75, 3.93, -0.85], [-2.13, 2.77, -1.99], [-2.14, 1.52, -1.63], [-2.61, 0.54, -2.66], [-2.56, -0.96, -2.34], [-1.25, -1.58, -2.81], [-3.59, -1.61, -3.07], [-4.88, -1.46, -2.50], [-5.05, -2.23, -1.21], [-5.94, -1.78, -0.24], [-6.10, -2.48, 0.95], [-5.36, -3.63, 1.17], [-4.48, -4.10, 0.20], [-4.33, -3.40, -0.99], [-1.83, 1.34, -0.18], [-0.68, -0.34, 0.43], [8.85, -2.79, -0.62], [10.05, -2.48, 0.64], [8.42, -3.05, 1.07], [9.03, -0.43, 1.27], [8.64, -0.46, -0.46], [6.55, 0.68, -0.30], [7.05, 0.98, 1.37], [4.91, 0.39, 2.18], [4.76, -0.91, 0.95], [2.40, 0.76, -0.41], [2.65, 0.08, 1.20], [2.86, 2.26, 2.23], [2.91, 3.07, 0.65], [0.75, 2.07, -0.72], [0.67, 3.74, -0.18], [-3.38, 3.98, 1.68], [-2.39, 2.63, 4.52], [-1.88, 0.93, 4.31], [-3.20, 1.60, 3.33], [-2.41, 3.06, -2.99], [-2.07, 0.73, -3.59], [-3.65, 0.80, -2.85], [-2.72, -1.12, -1.28], [-1.05, -2.51, -2.27], [-1.31, -1.75, -3.88], [-0.42, -0.90, -2.61], [-5.15, -0.41, -2.34], [-5.58, -1.84, -3.25], [-6.51, -0.87, -0.43], [-6.79, -2.13, 1.70], [-5.47, -4.18, 2.10], [-3.92, -5.00, 0.39], [-3.64, -3.75, -1.75], [-2.81, 1.29, 0.30]],
  "lowdin_charge": [-0.07, -0.28, -0.16, -0.20, -0.17, -0.14, -0.22, -0.14, -0.16, -0.28, -0.49, -0.70, 0.16, 0.04, -0.02, 1.18, -0.34, -0.09, -0.05, -0.44, -0.06, -0.11, -0.15, -0.21, -0.05, -0.08, -0.08, -0.07, -0.03, -0.59, 1.24, 0.07, 0.07, 0.08, 0.12, 0.12, 0.13, 0.13, 0.13, 0.13, 0.10, 0.12, 0.14, 0.14, 0.11, 0.12, 0.12, 0.10, 0.10, 0.10, 0.13, 0.15, 0.13, 0.07, 0.08, 0.10, 0.05, 0.11, 0.14, 0.11, 0.10, 0.11, 0.11, 0.12, 0.12]
}

Entry 4:
{
  "formula": "C45H50N7O5PSc",
  "method": "the ωB97M-V functional and the def2-TZVPD basis",
  "e_homo_ev": -9.33,
  "de_lowest_ev": 0.000,
  "orbital_gap_ev": 7.65,
  "total_charge": 1,
  "elements": ["Sc", "C", "O", "C", "C", "C", "C", "C", "C", "N", "C", "N", "C", "C", "C", "C", "C", "C", "O", "C", "N", "C", "C", "C", "C", "C", "C", "O", "C", "H", "H", "H", "H", "H", "H", "H", "H", "H", "H", "H", "H", "H", "H", "H", "H", "H", "H", "H", "H", "H", "H", "C", "N", "C", "N", "O", "H", "H", "H", "H", "H", "H", "N", "P", "C", "C", "C", "C", "C", "C", "C", "C", "C", "C", "C", "C", "C", "C", "C", "C", "C", "C", "H", "H", "H", "H", "H", "H", "H", "H", "H", "H", "H", "H", "H", "H", "H", "C", "N", "C", "C", "O", "H", "H", "H", "H", "H", "H", "H"],
  "positions_angstrom": [[0.01, -0.91, 0.31], [1.91, 2.53, 5.33], [1.73, 2.78, 3.95], [2.16, 3.96, 3.43], [2.87, 4.93, 4.13], [3.26, 6.11, 3.51], [2.93, 6.35, 2.19], [2.22, 5.39, 1.48], [1.85, 4.19, 2.07], [1.06, 3.29, 1.33], [1.19, 1.94, 1.21], [2.34, 1.42, 1.67], [2.86, 0.07, 1.59], [1.81, -1.06, 1.58], [2.25, -2.27, 2.30], [3.24, -2.27, 3.20], [4.08, -1.12, 3.41], [3.95, -0.03, 2.64], [4.72, 1.11, 2.70], [5.71, 1.19, 3.70], [0.24, 1.22, 0.66], [-0.86, 1.92, 0.08], [-2.11, 1.89, 0.66], [-3.18, 2.55, 0.07], [-2.99, 3.26, -1.10], [-1.73, 3.31, -1.69], [-0.67, 2.64, -1.12], [0.61, 2.62, -1.61], [0.92, 3.45, -2.70], [1.52, 1.53, 5.49], [1.34, 3.24, 5.93], [2.96, 2.56, 5.61], [3.11, 4.78, 5.17], [3.83, 6.84, 4.06], [3.21, 7.27, 1.71], [1.94, 5.57, 0.45], [0.27, 3.70, 0.85], [3.00, 2.08, 2.07], [1.68, -3.18, 2.11], [3.45, -3.15, 3.79], [4.84, -1.20, 4.17], [6.17, 2.17, 3.60], [6.47, 0.41, 3.58], [5.27, 1.09, 4.70], [-2.23, 1.35, 1.60], [-4.16, 2.51, 0.54], [-3.81, 3.79, -1.54], [-1.61, 3.87, -2.61], [1.99, 3.34, -2.86], [0.70, 4.50, -2.47], [0.38, 3.16, -3.61], [-1.15, -5.35, 1.59], [-0.40, -5.22, 0.36], [0.01, -4.02, -0.09], [0.71, -3.99, -1.25], [-0.22, -2.98, 0.56], [-1.54, -6.36, 1.67], [-1.98, -4.63, 1.58], [-0.52, -5.13, 2.45], [-0.14, -6.06, -0.14], [0.71, -4.79, -1.87], [0.82, -3.08, -1.68], [-1.38, -0.98, -1.11], [-2.75, -1.24, -1.76], [-3.33, 0.15, -2.81], [-2.32, 0.75, -3.54], [-2.61, 1.80, -4.41], [-3.91, 2.26, -4.51], [-4.92, 1.67, -3.76], [-4.63, 0.61, -2.91], [-4.19, -1.68, -0.70], [-5.21, -2.53, -1.12], [-6.24, -2.86, -0.25], [-6.27, -2.33, 1.03], [-5.26, -1.47, 1.45], [-4.21, -1.17, 0.59], [-2.74, -2.66, -2.93], [-2.88, -2.55, -4.31], [-2.72, -3.66, -5.11], [-2.41, -4.89, -4.55], [-2.27, -5.01, -3.18], [-2.43, -3.90, -2.37], [-1.31, 0.38, -3.42], [-1.83, 2.24, -5.01], [-4.14, 3.08, -5.17], [-5.93, 2.03, -3.85], [-5.42, 0.15, -2.33], [-5.20, -2.93, -2.12], [-7.02, -3.53, -0.57], [-7.07, -2.58, 1.70], [-5.28, -1.06, 2.45], [-3.39, -0.53, 0.90], [-3.13, -1.59, -4.75], [-2.84, -3.57, -6.18], [-2.28, -5.76, -5.18], [-2.04, -5.97, -2.74], [-2.35, -3.97, -1.29], [5.54, -0.28, -0.20], [4.38, -1.14, -0.03], [4.30, -2.09, -1.12], [3.17, -0.36, 0.13], [2.01, -1.20, 0.07], [6.43, -0.89, -0.10], [5.56, 0.49, 0.57], [5.55, 0.20, -1.19], [5.18, -2.72, -1.09], [4.25, -1.59, -2.11], [3.41, -2.71, -0.99], [3.10, 0.47, -0.62]],
  "lowdin_charge": [1.00, -0.06, -0.09, -0.21, -0.01, -0.07, -0.08, -0.01, -0.16, 0.17, -0.32, 0.18, -0.22, -0.20, -0.07, -0.07, -0.01, -0.20, -0.12, -0.06, 0.04, -0.26, -0.04, -0.08, -0.07, -0.02, -0.24, -0.09, -0.07, 0.10, 0.10, 0.09, 0.11, 0.11, 0.11, 0.12, 0.15, 0.13, 0.09, 0.10, 0.11, 0.10, 0.10, 0.10, 0.12, 0.11, 0.11, 0.11, 0.10, 0.10, 0.09, -0.05, 0.04, -0.59, 0.22, -0.08, 0.09, 0.09, 0.09, 0.15, 0.12, 0.11, -0.31, 0.78, -0.29, -0.11, -0.09, -0.08, -0.08, -0.07, -0.28, -0.08, -0.07, -0.08, -0.07, -0.09, -0.28, -0.06, -0.07, -0.08, -0.09, -0.11, 0.11, 0.10, 0.11, 0.11, 0.11, 0.11, 0.11, 0.11, 0.11, 0.08, 0.10, 0.11, 0.11, 0.10, 0.10, -0.06, -0.19, -0.07, -0.24, -0.19, 0.10, 0.08, 0.09, 0.09, 0.09, 0.07, 0.18]
}

Entry 5:
{
  "formula": "C3H2FI2NO",
  "method": "the ωB97M-V functional and the def2-TZVPD basis",
  "e_homo_ev": [-9.10, -9.10],
  "de_lowest_ev": 2.411,
  "orbital_gap_ev": [7.37, 7.37],
  "elements": ["C", "C", "C", "N", "O", "F", "I", "I", "H", "H"],
  "positions_angstrom": [[-0.17, 0.02, 0.40], [1.80, 0.82, -0.46], [0.97, -0.30, -0.15], [-1.95, -1.18, 0.72], [2.47, 0.78, -1.43], [1.23, -1.47, -0.71], [-2.44, -1.40, -1.21], [-3.11, 0.02, 1.87], [-0.38, 0.98, 0.76], [1.59, 1.74, 0.21]],
  "lowdin_charge": [0.03, -0.26, -0.38, -1.15, 0.13, 0.10, 0.69, 0.66, 0.03, 0.15]
}

Entry 6:
{
  "formula": "C8H13N",
  "method": "the ωB97M-V functional and the def2-TZVPD basis",
  "e_homo_ev": -8.52,
  "de_lowest_ev": 8.857,
  "orbital_gap_ev": 9.56,
  "smiles": "CN1C[C@@]12CC[C@@H]1C[C@H]12",
  "elements": ["C", "C", "C", "C", "C", "C", "C", "C", "H", "H", "H", "H", "H", "H", "H", "H", "H", "H", "H", "H", "H", "N"],
  "positions_angstrom": [[0.04, -0.53, 2.06], [-1.44, -1.60, 0.52], [-0.85, -0.56, -0.20], [-1.32, 0.63, -1.14], [0.14, 1.36, -1.67], [0.94, 0.88, -0.44], [2.02, 0.10, -0.27], [0.57, -0.48, -0.47], [0.99, -1.01, 1.49], [-0.05, -0.82, 3.22], [0.58, 0.51, 2.29], [-2.54, -1.85, 0.58], [-0.90, -2.45, 0.69], [-2.24, 0.52, -1.91], [-1.81, 1.52, -0.48], [-0.04, 2.42, -1.70], [0.83, 1.21, -2.62], [0.63, 1.44, 0.44], [2.39, -0.04, 0.77], [2.75, 0.08, -0.99], [0.64, -0.84, -1.39], [-1.32, -0.47, 1.24]],
  "lowdin_charge": [-0.09, -0.20, -0.37, -0.03, -0.09, -0.39, -0.02, -0.26, 0.10, 0.10, 0.09, 0.14, 0.09, 0.13, 0.14, 0.07, 0.15, 0.15, 0.11, 0.09, 0.10, -0.01]
}

Entry 7:
{
  "formula": "CH3O3",
  "method": "the ωB97M-V functional and the def2-TZVPD basis",
  "e_homo_ev": [-7.78, -9.78],
  "de_lowest_ev": 3.040,
  "orbital_gap_ev": [8.68, 6.76],
  "multiplicity": 4,
  "elements": ["O", "O", "H", "C", "H", "H", "O"],
  "positions_angstrom": [[-0.36, -1.30, -1.22], [-1.28, -0.99, -2.17], [-0.28, -0.53, -0.69], [0.51, 0.71, 1.07], [0.03, -0.11, 1.60], [1.45, 0.44, 0.57], [-0.06, 1.78, 0.85]],
  "lowdin_charge": [-0.09, 0.00, 0.02, -0.22, 0.10, 0.10, 0.09]
}